The following is a quantum chemistry calculation of 2 unconnected molecules or ions with the total composition C24H21F3N4O7S at a distorted geometry, from the OMol25 dataset.

**Molar mass**: 566.51 g mol⁻¹
**E_tot**: -2370.348668 hartree
**2S+1**: 1
**Highest occupied orbital energy**: -8.763 eV
**LUMO level**: -2.807 eV

XYZ file:
```
60
C24H21F3N4O7S | the OMol25 dataset | ωB97M-V/def2-TZVPD
O -4.002 4.617 -1.930
S -4.338 3.321 -1.393
O -4.168 2.982 -0.003
C -6.167 3.056 -1.779
F -6.884 3.959 -1.092
F -6.395 3.211 -3.103
F -6.540 1.809 -1.410
C -3.572 2.031 -2.402
C -3.442 0.740 -1.865
C -2.984 -0.257 -2.726
N -2.764 -1.607 -2.469
O -2.880 -2.298 -1.469
O -2.223 -2.140 -3.662
N -2.121 -1.170 -4.646
C -2.593 -0.036 -4.057
C -2.732 1.299 -4.586
N -2.376 1.681 -5.940
O -1.568 0.999 -6.599
O -2.909 2.724 -6.387
C -3.280 2.291 -3.749
H -3.727 0.484 -0.848
H -3.489 3.274 -4.157
O 0.623 0.303 1.737
C 1.761 -0.538 1.817
C 2.871 0.376 2.336
C 2.517 1.433 3.171
C 3.521 2.268 3.677
C 4.862 2.044 3.347
C 5.204 0.981 2.503
C 4.206 0.148 1.986
C 1.487 -1.712 2.779
C 0.199 -2.223 2.926
C -0.032 -3.277 3.822
C 1.021 -3.819 4.569
C 2.308 -3.286 4.430
C 2.540 -2.228 3.543
C 2.079 -1.120 0.428
C 2.418 -0.055 -0.640
C 1.767 -0.572 -1.930
C 0.715 -1.602 -1.482
N 0.925 -1.793 -0.070
H -0.056 -0.139 1.189
H 1.466 1.610 3.410
H 3.236 3.083 4.340
H 5.643 2.686 3.756
H 6.242 0.778 2.241
H 4.457 -0.687 1.321
H -0.639 -1.793 2.370
H -1.047 -3.659 3.934
H 0.840 -4.642 5.262
H 3.140 -3.677 5.015
H 3.536 -1.791 3.454
H 2.919 -1.834 0.528
H 1.972 0.906 -0.344
H 3.501 0.085 -0.716
H 1.302 0.235 -2.505
H 2.514 -1.056 -2.570
H -0.292 -1.180 -1.619
H 0.747 -2.534 -2.072
H 0.681 -2.693 0.329
```